1.
Density functional theory data (the ωB97M-V functional and the def2-TZVPD basis) for a structure of composition C4H11N3O.

Computed properties:
- molar mass (g/mol) = 117.2
- energy above the lowest of the compared OMol25 structures with the same formula, charge and spin (eV) = 5.214
- HOMO (eV) = -6.70
- Kohn-Sham gap (eV) = 7.38
- LUMO (Eh) = 0.0252
- spin multiplicity = 1
- charge = 0

Atoms and positions in Å:
C1 2.09 -1.12 -1.16
C2 0.96 -0.14 -1.37
C3 -1.08 0.04 0.23
N1 -1.87 0.48 -0.85
C4 -1.41 -0.94 1.09
O1 0.44 -0.03 -2.47
H1 -1.33 0.56 -1.71
H2 -2.69 -0.10 -0.98
H3 3.02 -0.56 -1.05
H4 2.20 -1.81 -2.00
H5 1.93 -1.68 -0.23
H6 -2.10 -1.71 0.77
H7 -0.87 -1.11 2.00
N2 -0.21 1.16 0.67
N3 0.35 1.05 1.98
H8 -0.39 1.14 2.67
H9 -0.72 2.04 0.52
H10 0.69 0.93 -0.23
H11 1.00 1.83 2.11


2.
Density functional theory data (the ωB97M-V functional and the def2-TZVPD basis) for a structure of composition C9H9Cl24N2O3S.

Computed properties:
- molar mass (g/mol) = 1076.1
- HOMO (eV) = -12.17
- Kohn-Sham gap (eV) = 5.53
- LUMO (Eh) = -0.2441
- spin multiplicity = 1
- charge = +1

Atoms and positions in Å:
N1 -0.76 2.00 -0.66
C1 -1.16 3.01 -1.04
O1 -1.56 4.30 -1.05
S1 -3.17 4.29 -0.78
O2 -3.65 3.17 -1.74
N2 -4.97 2.26 -1.33
O3 -4.80 1.66 -0.42
H1 -3.23 3.79 0.50
C2 -3.13 -0.67 1.96
Cl1 -3.74 -0.57 3.61
Cl2 -1.57 0.14 1.81
Cl3 -3.00 -2.34 1.43
H2 -3.84 -0.17 1.31
C3 0.73 -2.64 2.78
Cl4 0.12 -2.56 4.43
Cl5 2.31 -1.86 2.65
Cl6 0.80 -4.30 2.21
H3 0.04 -2.10 2.14
C4 0.42 5.49 -4.03
Cl7 0.03 4.08 -3.02
Cl8 -1.03 6.46 -4.29
Cl9 1.70 6.44 -3.31
H4 0.76 5.12 -4.99
C5 -2.24 0.15 -4.29
Cl10 -3.85 0.12 -5.00
Cl11 -1.44 1.69 -4.64
Cl12 -2.35 -0.13 -2.54
H5 -1.66 -0.65 -4.73
C6 1.30 -1.52 -1.81
Cl13 0.09 -1.47 -0.53
Cl14 1.03 -2.90 -2.86
Cl15 1.30 -0.01 -2.74
H6 2.27 -1.63 -1.35
C7 3.51 -5.43 -0.83
Cl16 1.79 -5.79 -0.69
Cl17 4.20 -6.21 -2.25
Cl18 3.79 -3.69 -0.88
H7 4.01 -5.82 0.04
C8 3.48 5.24 0.24
Cl19 1.82 5.13 -0.38
Cl20 4.18 6.80 -0.17
Cl21 3.53 4.96 1.97
H8 4.06 4.47 -0.24
C9 0.70 -5.60 7.03
Cl22 0.08 -5.55 8.68
Cl23 2.29 -4.84 6.93
Cl24 0.77 -7.26 6.44
H9 0.03 -5.05 6.40


Calculated max |F| (eV/A), listed in the same order as above: 2.928; 2.560